{"formula": "C11H26BNO5S", "method": "ωB97M-V/def2-TZVPD", "fmax_ev_per_a": 0.60, "smiles": "CCC[C@@H]1C[C@H](B(O)N(C)C)COS1(=O)=O.CCO", "total_energy_ev": -35069.013, "e_above_lowest_ev": 0.000, "molar_mass_g_mol": 295.21, "spin_multiplicity": 1, "homo_ha": -0.327, "elements": ["C", "C", "C", "C", "C", "C", "B", "O", "N", "C", "C", "C", "O", "S", "O", "O", "H", "H", "H", "H", "H", "H", "H", "H", "H", "H", "H", "H", "H", "H", "H", "H", "H", "H", "H", "H", "C", "C", "O", "H", "H", "H", "H", "H", "H"], "coordinates": [[1.2819, 3.3016, 0.5556], [-0.1708, 2.8032, 0.6774], [-0.5465, 1.6603, -0.2749], [-0.3259, 0.2717, 0.3405], [1.1539, -0.1350, 0.3360], [1.4743, -1.6170, 0.6983], [2.6972, -2.1298, -0.1820], [3.9057, -1.4919, -0.0928], [2.5592, -3.2518, -1.1100], [2.3326, -2.7828, -2.4803], [3.6976, -4.1697, -1.0596], [0.2424, -2.5011, 0.5949], [-0.4479, -2.1781, -0.6344], [-1.3904, -0.9127, -0.4992], [-1.6530, -0.4976, -1.8392], [-2.4753, -1.2230, 0.3838], [1.8199, 2.7886, -0.2434], [1.3206, 4.3705, 0.3472], [1.8474, 3.1481, 1.4767], [-0.3881, 2.5048, 1.7053], [-0.8526, 3.6298, 0.4782], [0.0215, 1.7370, -1.2056], [-1.5951, 1.7563, -0.5579], [-0.7004, 0.3068, 1.3658], [1.6537, 0.5134, 1.0586], [1.5630, 0.1263, -0.6436], [1.7895, -1.6463, 1.7511], [3.9999, -0.9266, 0.6736], [1.8910, -3.5789, -3.0841], [1.6367, -1.9408, -2.4861], [3.2664, -2.4619, -2.9617], [3.4980, -5.0257, -1.7083], [4.6364, -3.7044, -1.3870], [3.8359, -4.5452, -0.0444], [0.4978, -3.5554, 0.5304], [-0.4492, -2.3660, 1.4302], [-5.2537, 2.7941, 0.2464], [-4.2093, 2.1703, 1.1496], [-3.4153, 3.1484, 1.8211], [-4.7810, 3.4384, -0.4956], [-5.8217, 2.0220, -0.2741], [-5.9565, 3.3996, 0.8240], [-3.5105, 1.5693, 0.5695], [-4.6807, 1.5024, 1.8777], [-3.9987, 3.6788, 2.3723]]}